(1)
{"formula": "C29H110NO36P2", "method": "wB97M-V/def2-TZVPD", "species": ["C", "C", "C", "C", "O", "P", "C", "N", "C", "O", "P", "C", "C", "C", "C", "O", "C", "C", "C", "O", "C", "C", "O", "C", "C", "C", "C", "C", "C", "C", "C", "C", "C", "C", "C", "C", "C", "H", "H", "H", "H", "H", "H", "H", "H", "H", "H", "H", "H", "H", "H", "H", "H", "H", "H", "H", "H", "H", "H", "H", "H", "H", "H", "H", "H", "H", "H", "H", "H", "H", "H", "H", "H", "H", "H", "H", "H", "H", "H", "H", "H", "H", "H", "H", "H", "O", "H", "H", "O", "H", "H", "O", "H", "H", "O", "H", "H", "O", "H", "H", "O", "H", "H", "O", "H", "H", "O", "H", "H", "O", "H", "H", "O", "H", "H", "O", "H", "H", "O", "H", "H", "O", "H", "H", "O", "H", "H", "O", "H", "H", "O", "H", "H", "O", "H", "H", "O", "H", "H", "O", "H", "H", "O", "H", "H", "O", "H", "H", "O", "H", "H", "O", "H", "H", "O", "H", "H", "O", "H", "H", "O", "H", "H", "O", "H", "H", "O", "H", "H", "O", "H", "H", "O", "H", "H", "O", "H", "H"], "coordinates": [[5.8243, -4.1126, 2.2811], [4.7844, -4.2122, 1.3106], [3.4412, -4.0538, 0.3274], [3.9100, -3.5261, -1.1540], [4.9665, -2.5078, -1.2777], [4.6704, -1.3543, -2.5926], [6.6077, -1.3380, -2.7639], [4.3988, -0.1929, -3.9653], [4.6810, 1.1061, -3.5315], [5.3642, 2.2784, -3.4289], [4.5751, 0.1266, -0.9959], [2.7929, 0.6854, -0.5996], [2.5066, 0.7847, 1.0430], [5.5570, -0.3882, 0.5589], [5.8615, 0.8857, 1.5956], [2.9669, -1.6854, -2.7388], [2.5854, -2.7558, -1.7976], [1.6109, -3.9807, -2.3657], [0.3056, -4.0823, -1.3316], [-0.8997, -4.6191, -1.9828], [-1.8444, -5.1895, -0.9684], [-2.3203, -3.9449, -0.0135], [-3.7546, -4.0129, 0.3976], [-4.0994, -2.5871, 0.6868], [-5.4023, -1.7965, 0.0687], [-5.6817, -0.1837, 0.4109], [-4.6650, 0.6934, 1.4075], [-4.9739, 2.3158, 1.6759], [-3.8232, 2.8832, 2.6885], [-6.4575, 2.3184, 2.4489], [-5.0414, 3.0037, 0.2006], [-4.4919, 4.5342, 0.0754], [-5.1376, 5.6032, 1.1540], [-5.0162, 5.0749, -1.4207], [-2.8256, 4.6480, -0.0264], [-3.3943, -0.1292, 2.0320], [-3.1122, -1.7422, 1.6925], [6.5240, -4.3857, 3.1918], [2.6692, -3.3448, 0.8765], [2.9047, -5.1187, 0.2785], [4.3679, -4.4200, -1.7884], [4.7896, -2.3986, -3.6195], [7.1393, -1.4176, -1.7201], [6.9127, -2.3239, -3.3619], [7.0029, -0.4376, -3.4032], [1.9439, 0.0109, -1.0397], [2.6672, 1.7926, -1.0043], [2.9528, 1.7904, 1.4772], [1.3579, 0.7576, 1.2976], [2.9830, -0.1398, 1.6291], [6.6287, -0.8479, 0.3255], [4.9997, -1.2114, 1.2053], [5.2218, 0.7779, 2.5850], [6.9882, 0.8564, 1.9227], [5.5705, 1.9131, 1.1093], [2.1719, -2.1537, -0.8833], [1.3078, -3.6671, -3.4560], [2.2139, -4.9826, -2.4450], [0.6189, -4.7113, -0.3686], [0.1503, -2.9720, -0.9221], [-1.2297, -6.0160, -0.3660], [-2.7423, -5.7502, -1.4710], [-1.5848, -3.9464, 0.9247], [-2.1873, -2.9563, -0.6635], [-6.1637, -2.3350, -0.6529], [-6.6150, 0.3929, -0.0600], [-2.7232, 2.8200, 2.2422], [-3.8098, 2.1493, 3.6287], [-4.0493, 3.9538, 3.1389], [-6.7554, 3.3698, 2.8657], [-7.2934, 1.8767, 1.7439], [-6.3743, 1.6041, 3.4016], [-6.1920, 3.0265, -0.1150], [-4.5299, 2.2595, -0.5676], [-5.8648, 5.1269, 1.9362], [-4.2342, 6.0927, 1.7618], [-5.6433, 6.5103, 0.5711], [-4.3377, 6.0070, -1.6585], [-4.7678, 4.2546, -2.2462], [-6.1603, 5.3222, -1.3561], [-2.3800, 5.4491, 0.7056], [-2.4383, 3.5431, 0.2054], [-2.5211, 4.8378, -1.1644], [-2.6135, 0.3757, 2.7416], [-2.1635, -2.2557, 2.2013], [4.1508, -4.7269, -4.1523], [3.5389, -4.0272, -3.8785], [4.0302, -4.7808, -5.1121], [-2.9232, 6.3261, 3.5614], [-2.9135, 7.2810, 3.3966], [-2.2434, 6.1989, 4.2400], [-4.2942, 7.3299, 5.7761], [-5.2461, 7.3952, 5.6069], [-3.9398, 6.9303, 4.9677], [8.1868, -1.3582, -5.6349], [8.6830, -1.2331, -6.4579], [7.4501, -0.7331, -5.7086], [4.5000, -6.5015, -6.3362], [4.9819, -6.5631, -5.4978], [4.0381, -7.3506, -6.4035], [-1.7768, -7.5219, 1.1917], [-1.8051, -8.3377, 0.6695], [-2.6982, -7.3815, 1.4564], [-1.7938, 1.6224, 4.3819], [-1.7191, 1.1541, 5.2270], [-0.9671, 1.4105, 3.9231], [4.9056, 4.1434, 1.1293], [4.7387, 3.7164, 0.2755], [5.6756, 4.7074, 0.9622], [5.0563, -6.6420, -0.7146], [5.3931, -5.9438, -0.1331], [5.7705, -7.2966, -0.7321], [-0.5429, 5.0202, 4.8539], [0.2036, 5.2018, 5.4444], [-0.5408, 4.0555, 4.7639], [-1.2786, 7.3611, 0.7530], [-0.5748, 7.0611, 1.3477], [-0.8266, 7.5014, -0.0924], [2.0974, -4.3741, 3.0883], [1.3481, -4.9868, 3.1349], [2.8745, -4.9519, 3.1224], [6.9868, -8.4846, -6.1562], [7.4830, -8.3596, -6.9791], [6.2501, -7.8596, -6.2299], [-1.8026, -2.4934, 4.5987], [-2.5519, -3.1061, 4.6453], [-1.0255, -3.0712, 4.6328], [-7.0566, 8.1325, 5.9382], [-7.9401, 8.4751, 5.7356], [-6.5833, 8.9004, 6.2919], [-1.5041, -4.7940, 6.1952], [-2.2783, -5.2413, 6.5687], [-0.8379, -4.8547, 6.8961], [6.3966, 6.5988, 1.2856], [5.5131, 6.9414, 1.0831], [6.8699, 7.3667, 1.6394], [7.4040, -5.2198, -2.1478], [6.7921, -4.5201, -1.8740], [7.2834, -5.2737, -3.1076], [8.9232, -0.0141, -0.6413], [9.3757, -0.2250, -1.4718], [9.4807, 0.6679, -0.2378], [-7.3348, 8.0833, 1.9604], [-6.6467, 8.3183, 1.3199], [-6.8389, 7.7949, 2.7413], [-6.8600, 1.8444, -1.7015], [-6.3638, 1.9695, -2.5245], [-7.5966, 2.4694, -1.7752], [6.2532, -3.7074, -7.2541], [6.7351, -3.7690, -6.4156], [5.7913, -4.5565, -7.3214], [-8.8410, 10.0038, 4.4666], [-9.7929, 10.0691, 4.2974], [-8.4865, 9.6042, 3.6582], [1.5439, -6.9507, -5.8994], [0.6603, -6.6081, -6.1020], [2.0171, -6.1828, -5.5457], [-12.0569, 9.9398, 5.3552], [-12.8311, 9.4925, 5.7288], [-11.3907, 9.8790, 6.0561], [1.4193, 4.1095, 0.1458], [2.1659, 4.2911, 0.7364], [1.4214, 3.1448, 0.0558], [-8.3084, 10.2175, 0.1625], [-7.5371, 10.7132, -0.1514], [-7.9478, 9.6307, 0.8440], [3.6836, -2.3344, -8.1850], [4.3874, -2.6344, -7.5903], [4.1357, -2.1941, -9.0304], [1.4679, -7.3557, -0.6520], [1.3009, -7.7827, -1.5057], [2.2379, -6.7918, -0.8190], [-1.0403, -7.6755, -7.6662], [-1.7897, -8.2881, -7.6196], [-0.2633, -8.2533, -7.6321], [-3.6759, -5.5431, 3.6499], [-3.8571, -5.3323, 2.7216], [-3.6603, -6.5117, 3.6711]], "de_lowest_kcal_mol": 507.79, "total_charge": -1, "orbital_gap_ev": 5.391, "homo_ev": -4.0, "lumo_energy_ev": 1.4}


(2)
{"formula": "C45H121CrN11O14", "method": "wB97M-V/def2-TZVPD", "species": ["Cr", "C", "O", "O", "O", "C", "C", "C", "O", "C", "N", "H", "H", "H", "H", "H", "H", "H", "H", "H", "H", "H", "C", "C", "C", "O", "C", "N", "H", "H", "H", "H", "H", "H", "H", "H", "H", "H", "H", "C", "C", "C", "O", "C", "N", "H", "H", "H", "H", "H", "H", "H", "H", "H", "H", "H", "C", "C", "C", "O", "C", "N", "H", "H", "H", "H", "H", "H", "H", "H", "H", "H", "H", "C", "C", "C", "O", "C", "N", "H", "H", "H", "H", "H", "H", "H", "H", "H", "H", "H", "C", "C", "C", "O", "C", "N", "H", "H", "H", "H", "H", "H", "H", "H", "H", "H", "H", "C", "C", "C", "O", "C", "N", "H", "H", "H", "H", "H", "H", "H", "H", "H", "H", "H", "C", "C", "C", "O", "C", "N", "H", "H", "H", "H", "H", "H", "H", "H", "H", "H", "H", "C", "C", "C", "O", "C", "N", "H", "H", "H", "H", "H", "H", "H", "H", "H", "H", "H", "C", "C", "C", "O", "C", "N", "H", "H", "H", "H", "H", "H", "H", "H", "H", "H", "H", "C", "C", "C", "O", "C", "N", "H", "H", "H", "H", "H", "H", "H", "H", "H", "H", "H"], "coordinates": [[10.3202, 15.3436, 17.8784], [11.3543, 13.8130, 16.1245], [10.1427, 13.8074, 16.6951], [11.9874, 14.7991, 16.5873], [11.5206, 12.9005, 15.3390], [11.1675, 15.3119, 11.4909], [10.9683, 16.3815, 12.6041], [10.2703, 17.6183, 12.0164], [10.9501, 18.1538, 10.8935], [11.8079, 19.1927, 11.1522], [10.1169, 16.0296, 13.7547], [11.7945, 15.6039, 10.6984], [10.1499, 14.9991, 11.1934], [11.5178, 14.3617, 11.9173], [12.0065, 16.6493, 12.9631], [10.1701, 18.3610, 12.7817], [9.3599, 17.3684, 11.5566], [11.4168, 20.1850, 11.2981], [12.3908, 19.2912, 10.2414], [12.5038, 18.9489, 11.9927], [10.4552, 15.0984, 14.2034], [9.1634, 15.8324, 13.5105], [6.7633, 13.6318, 19.8882], [7.4359, 14.6282, 18.9158], [6.5017, 15.5759, 18.3437], [6.9470, 16.2701, 17.2328], [5.9770, 17.1827, 16.6906], [8.7236, 15.1891, 19.4292], [6.3788, 14.2224, 20.7257], [7.6096, 13.0721, 20.3336], [6.0698, 12.9353, 19.3594], [7.7915, 13.9779, 18.1058], [6.2629, 16.3369, 19.1219], [5.5502, 15.0178, 18.1449], [6.4763, 17.7070, 15.8849], [5.6722, 17.9119, 17.4375], [5.1455, 16.6512, 16.2540], [9.1118, 14.5897, 20.1948], [8.5790, 16.1863, 19.7300], [16.4534, 16.4909, 17.9123], [15.4715, 16.7485, 16.7596], [16.2575, 17.4117, 15.5305], [16.9982, 18.4990, 15.8925], [17.7100, 19.1442, 14.8376], [14.9395, 15.4538, 16.3817], [16.8153, 17.4334, 18.3565], [17.2745, 15.7978, 17.6945], [15.8616, 15.9795, 18.6881], [14.6763, 17.4697, 17.0095], [15.5031, 17.6425, 14.7615], [16.9191, 16.6621, 15.0777], [17.0337, 19.3609, 14.0156], [18.4895, 18.3942, 14.6323], [18.1860, 19.9804, 15.3157], [14.0195, 15.5348, 16.0112], [15.4933, 14.7677, 15.8717], [9.5569, 10.3409, 18.9796], [10.9348, 10.9035, 18.7560], [12.0276, 10.1959, 19.4705], [12.1713, 10.5629, 20.8513], [13.0576, 9.6978, 21.5153], [11.2473, 10.8032, 17.3832], [9.2655, 10.2695, 20.0223], [9.6047, 9.3100, 18.6315], [8.8554, 10.8956, 18.3431], [10.9203, 11.8993, 19.1181], [13.0332, 10.2745, 18.9795], [11.8429, 9.1379, 19.2928], [13.3004, 10.1403, 22.4875], [14.0638, 9.6732, 21.0062], [12.5563, 8.7017, 21.5745], [12.1915, 11.0700, 17.0817], [10.6645, 11.4034, 16.7351], [12.1754, 18.1298, 16.2722], [10.7883, 18.6244, 16.5531], [10.4815, 19.6270, 15.4708], [9.3657, 20.3774, 15.5163], [9.2624, 21.6504, 16.0681], [9.9370, 17.3699, 16.5719], [12.1917, 17.4739, 15.3925], [12.6696, 17.4752, 17.0184], [12.9123, 18.9586, 16.1042], [10.5672, 19.0078, 17.5189], [10.3807, 19.0630, 14.5234], [11.3879, 20.2444, 15.2673], [8.6347, 22.2218, 15.4049], [10.2434, 22.1815, 16.2037], [8.8300, 21.6413, 17.0474], [9.9488, 17.0360, 15.6297], [8.9714, 17.5473, 16.7436], [8.5898, 12.7064, 13.1627], [7.4838, 12.8993, 14.2044], [7.6751, 11.8301, 15.2385], [7.4038, 10.5889, 14.7084], [8.2995, 9.4683, 14.9887], [7.6639, 14.2752, 14.8158], [8.4745, 13.3781, 12.3029], [8.4885, 11.6739, 12.8405], [9.5353, 12.8138, 13.6629], [6.5534, 12.9349, 13.6564], [7.0894, 12.0764, 16.0583], [8.7649, 11.8637, 15.4713], [8.1430, 8.8005, 14.1655], [8.2863, 9.0560, 16.0344], [9.2835, 9.9647, 15.0254], [6.8203, 14.5439, 15.3302], [8.4785, 14.1403, 15.4245], [14.9442, 14.5849, 12.5122], [16.0613, 15.1150, 11.6547], [15.7324, 16.5519, 11.1443], [16.6987, 16.8798, 10.2021], [17.0054, 18.2199, 9.9051], [17.3458, 14.9940, 12.3495], [14.0178, 14.4830, 11.9594], [14.7942, 15.2164, 13.4289], [15.2390, 13.5692, 12.8740], [16.1598, 14.4153, 10.8384], [15.7707, 17.2748, 11.9791], [14.6856, 16.5096, 10.7122], [16.1081, 18.6921, 9.5079], [17.7846, 18.1466, 9.1433], [17.3626, 18.8092, 10.7906], [17.4261, 15.5874, 13.1911], [18.1675, 15.1876, 11.7755], [12.0882, 17.4419, 21.5419], [10.9309, 17.1567, 20.6289], [10.2961, 18.4849, 20.3632], [9.0348, 18.1584, 19.8318], [8.3364, 19.1870, 19.2262], [11.3118, 16.5541, 19.3795], [11.8112, 17.6802, 22.5778], [12.7360, 18.2437, 21.1193], [12.6399, 16.4885, 21.6693], [10.2404, 16.4845, 21.1003], [10.9255, 19.0702, 19.7042], [10.2221, 19.1611, 21.2176], [8.0286, 19.9605, 20.0037], [7.4336, 18.7210, 18.7155], [8.8957, 19.7403, 18.4353], [12.1049, 17.1305, 19.0384], [11.7982, 15.6644, 19.5536], [15.1347, 12.9195, 19.1118], [14.1563, 13.3431, 20.2062], [14.8045, 14.3212, 21.2244], [15.9387, 13.7274, 21.8616], [16.4778, 14.6738, 22.7666], [13.0577, 14.0624, 19.5171], [15.1744, 13.4777, 18.1987], [14.9035, 11.8867, 18.8280], [16.1038, 12.8535, 19.5359], [13.6365, 12.4529, 20.5900], [13.9753, 14.4516, 21.9198], [15.0919, 15.2450, 20.6860], [16.5285, 15.5613, 22.2483], [17.4662, 14.4069, 23.1719], [15.7908, 14.8142, 23.6258], [13.2483, 14.2833, 18.5705], [12.2227, 13.5274, 19.5176], [14.2148, 7.8972, 15.0562], [13.5529, 9.2836, 15.3231], [14.5934, 10.3864, 15.1928], [15.4524, 10.6224, 16.2874], [16.2848, 11.7589, 16.0156], [12.5034, 9.5906, 14.3018], [14.6588, 7.9753, 14.0836], [13.4675, 7.0801, 15.0553], [14.9857, 7.7029, 15.8039], [13.2068, 9.4034, 16.3747], [14.0092, 11.2902, 14.8426], [15.2514, 10.1189, 14.3626], [15.6569, 12.5715, 15.6058], [17.0139, 11.4203, 15.2330], [16.8658, 12.0507, 16.8606], [11.8531, 8.7855, 14.3141], [11.9680, 10.2770, 14.7969], [9.7427, 15.0401, 23.2600], [10.6446, 14.0204, 22.6191], [11.3812, 13.1377, 23.6627], [10.3299, 12.4957, 24.3759], [10.4392, 11.1116, 24.3448], [9.8863, 13.2092, 21.6376], [10.2541, 15.6129, 23.9998], [8.9602, 14.4069, 23.7003], [9.2444, 15.8022, 22.6639], [11.4245, 14.4990, 22.0514], [11.9132, 13.7436, 24.3698], [12.0329, 12.4135, 23.1634], [9.4921, 10.6729, 24.6417], [11.1357, 10.6877, 25.0578], [10.7931, 10.6496, 23.3685], [9.1854, 12.6286, 22.0998], [10.5028, 12.4327, 21.2794]], "s2": 6.016, "multiplicity": 5, "orbital_gap_ev": [7.577, 8.629], "homo_ev": [-7.4, -8.4], "lumo_energy_ev": [0.2, 0.2]}


no.,E (eV)
1,-125611.84297
2,-122099.45482